Entry from the Open Molecules 2025 dataset: a molecular structure, C10H11MgO6S2 (ωB97M-V with the def2-TZVPD basis set).

CARTESIAN COORDINATES (ANGSTROEM)
Mg: 0.39018 1.10289 0.85054
O: 2.83961 1.54636 -2.21901
C: 1.98661 1.04391 -1.50308
O: 2.01735 0.95939 -0.21747
C: 0.76893 0.37239 -2.17850
C: 0.40132 -0.92840 -1.45992
C: -0.48985 -1.80959 -2.33447
C: -1.84293 -1.06372 -2.24857
C: -1.47681 0.12789 -1.36826
O: -0.52614 -0.46346 -0.44138
C: -0.60868 1.14154 -2.11798
C: -0.62326 2.50689 -1.39429
O: -0.66840 3.52277 -2.06946
O: -0.64577 2.44444 -0.10477
H: 1.04644 0.19327 -3.21596
H: 1.23223 -1.42858 -0.96974
H: -0.10157 -1.87466 -3.35083
H: -0.56325 -2.81955 -1.93173
H: -2.22884 -0.74874 -3.21792
H: -2.60041 -1.67665 -1.75994
H: -2.29255 0.56710 -0.80009
H: -0.97876 1.31795 -3.12693
C: 0.62763 -1.18487 5.53722
O: 1.04954 0.04329 4.94814
C: 0.69806 0.36027 3.70052
S: 1.31449 1.82532 3.14021
S: -0.31871 -0.63155 2.76025
H: -0.27153 -1.00741 6.12807
H: 1.43981 -1.50292 6.18779
H: 0.42526 -1.93557 4.77754

Cartesian forces (eV/Å) of the 3 atoms listed first:
0.10 -0.17 0.28
0.00 -0.06 0.06
0.00 0.03 -0.09

Computed properties:
**Charge**: -1
**Multiplicity**: 1
**HOMO-LUMO gap**: 8.241 eV

=====

Entry from the Open Molecules 2025 dataset: a molecular structure, C2H3I2NS (ωB97M-V with the def2-TZVPD basis set).

CARTESIAN COORDINATES (ANGSTROEM)
C: 2.46247 -0.61090 0.08846
C: 0.20606 -0.02561 -0.10335
N: 1.56364 0.19465 0.04408
S: 4.18415 -0.59203 0.22196
I: 6.73400 1.10495 0.03630
I: 2.44800 -2.86350 -0.00109
H: -0.16148 -0.96693 -0.27608
H: -0.39053 0.49148 0.64927
H: 0.13833 0.59288 -1.06032

Cartesian forces (eV/Å) of the 3 atoms listed first:
1.70 0.25 0.09
-1.01 4.28 -2.09
1.40 -0.58 1.36

Computed properties:
**Energy above the lowest of the compared OMol25 structures with the same formula, charge and spin**: 136.8 kJ/mol
**Multiplicity**: 1
**HOMO-LUMO gap (spin up / spin down)**: 6.357 / 6.768 eV

=====

Entry from the Open Molecules 2025 dataset: 2 unconnected molecules or ions with the total composition CH4ClN3 (ωB97M-V with the def2-TZVPD basis set).

CARTESIAN COORDINATES (ANGSTROEM)
C: -0.72141 0.45696 0.45525
N: -2.43014 -1.23436 0.18840
N: 0.37919 1.10848 0.08811
N: -1.53396 -0.37556 0.11705
Cl: 3.35765 -0.19651 0.05788
H: -3.39721 -0.77820 0.01635
H: 0.60494 1.07558 -0.95693
H: 1.10169 0.95686 0.75264
H: 2.63925 -1.01325 -0.71874

Cartesian forces (eV/Å) of the 3 atoms listed first:
-1.38 -2.08 0.04
-2.21 0.07 -0.87
-0.30 0.44 -2.89

Computed properties:
**Energy above the lowest of the compared OMol25 structures with the same formula, charge and spin**: 226.2 kJ/mol
**Multiplicity**: 1
**HOMO-LUMO gap**: 8.421 eV

=====

Entry from the Open Molecules 2025 dataset: 2 unconnected molecules or ions with the total composition C6H9NO2 (ωB97M-V with the def2-TZVPD basis set).

CARTESIAN COORDINATES (ANGSTROEM)
C: 2.69190 -0.79621 -0.84382
C: 1.68859 -0.92957 -0.27221
C: -2.24304 -0.68134 -0.37705
C: 0.17348 -0.18619 1.52733
C: 0.49366 -1.08237 0.32763
C: -1.00892 -0.37871 -1.17271
N: -0.79064 0.97933 -1.40406
O: -2.64335 0.31740 0.48393
O: -2.84720 -1.72466 -0.40362
H: 3.57697 -0.93830 -1.27281
H: -0.05975 0.81432 1.11497
H: -0.76847 -0.52805 2.08406
H: 1.06189 -0.05423 2.14920
H: 0.05262 -2.06026 0.38336
H: -0.78892 -0.96363 -2.01297
H: -2.25947 1.10732 0.03401
H: -0.09840 0.99931 -2.13212
H: -0.52038 1.66483 -0.70416

Cartesian forces (eV/Å) of the 3 atoms listed first:
1.52 0.49 -0.94
-1.68 -0.23 0.64
-0.55 -0.93 0.31

Computed properties:
**Energy above the lowest of the compared OMol25 structures with the same formula, charge and spin**: 420.0 kJ/mol
**Multiplicity**: 1
**HOMO-LUMO gap**: 8.254 eV

=====

Entry from the Open Molecules 2025 dataset: 3 unconnected molecules or ions with the total composition C2H4ClO2P (ωB97M-V with the def2-TZVPD basis set).

CARTESIAN COORDINATES (ANGSTROEM)
O: 0.34469 2.54405 0.09375
P: 0.28347 1.11731 0.40975
O: 1.79994 0.58190 0.10205
H: 1.95587 -0.36752 0.12526
C: 0.04170 -0.50797 -2.50470
C: -1.02462 -0.26043 -2.04916
H: 1.11761 -0.73154 -2.64511
H: -2.07840 -0.14290 -1.66667
Cl: 1.01522 1.12300 3.14213
H: 1.48033 0.06897 2.59250

Cartesian forces (eV/Å) of the 3 atoms listed first:
-0.28 0.06 0.10
0.14 0.18 -0.76
0.17 -0.03 0.02

Computed properties:
**Energy above the lowest of the compared OMol25 structures with the same formula, charge and spin**: 212.5 kJ/mol
**Multiplicity**: 1
**SMILES**: O=PO.C#C.Cl
**HOMO-LUMO gap**: 10.158 eV

=====

Entry from the Open Molecules 2025 dataset: C7H10 in the gas phase (ωB97M-V with the def2-TZVPD basis set).

CARTESIAN COORDINATES (ANGSTROEM)
C: -1.17928 2.14103 -1.58044
C: -0.73150 1.87502 -0.36598
C: -0.13014 1.48596 0.73633
C: 0.31400 0.11600 0.66499
C: 1.09148 -0.53294 1.76521
C: -0.15039 -0.55971 -0.38032
C: 0.05602 -2.05500 -0.69729
H: -0.51277 2.68355 -2.24722
H: -2.16864 2.07442 -1.93374
H: -0.21330 2.08991 1.68021
H: 0.80327 -0.18667 2.71856
H: 2.05138 -0.08929 1.52992
H: 1.02856 -1.68215 1.65904
H: -0.69802 -0.13018 -1.19413
H: 0.29044 -2.04431 -1.78433
H: -0.79653 -2.64275 -0.42981
H: 0.94541 -2.54290 -0.14100

Cartesian forces (eV/Å) of the 3 atoms listed first:
1.70 1.06 1.50
-0.51 1.80 -0.77
-1.22 1.89 0.16

Computed properties:
**Energy above the lowest of the compared OMol25 structures with the same formula, charge and spin**: 317.2 kJ/mol
**Multiplicity**: 1
**SMILES**: C=C=C/C(C)=C/C
**HOMO-LUMO gap**: 9.014 eV